Molecular formula: CH3ClN2O2
Method: DFT, wB97M-V/def2-TZVPD

The value obtained for the energy above the lowest of the compared OMol25 structures with the same formula, charge and spin is 3.9499 eV. As for the total charge: 0. Its molar mass is 110.50 g mol⁻¹. The HOMO energy (alpha / beta) comes out at -8.6 / -8.0 eV. The orbital gap (alpha / beta) comes out at 8.863 / 7.942 eV.

Positions of all 9 atoms, in Å:
C (-1.162, -0.088, -0.311)
N (-0.098, 0.534, 0.474)
N (2.572, -0.857, 0.332)
O (0.962, 0.966, -0.280)
O (2.503, 0.075, -0.241)
Cl (-1.354, -1.752, 0.149)
H (-2.169, 0.339, -0.177)
H (-0.909, -0.084, -1.382)
H (-0.344, 0.867, 1.438)

Molecular formula: BrH14O7
Method: DFT, wB97M-V/def2-TZVPD

The value obtained for the energy above the lowest of the compared OMol25 structures with the same formula, charge and spin is 13.3145 eV. As for the total charge: -1. Its molar mass is 206.01 g mol⁻¹. The HOMO energy comes out at -5.8 eV. The orbital gap comes out at 9.289 eV.

Positions of all 22 atoms, in Å:
Br (-12.500, -9.726, 23.761)
O (-13.409, -9.036, 25.787)
H (-13.001, -9.379, 24.992)
H (-13.796, -9.803, 26.208)
O (-10.887, -8.507, 25.235)
H (-11.297, -8.222, 26.051)
H (-11.587, -8.953, 24.758)
O (-12.075, -12.289, 23.611)
H (-12.103, -11.344, 23.462)
H (-11.979, -12.379, 24.559)
O (-11.637, -11.330, 25.418)
H (-10.965, -11.129, 26.069)
H (-11.800, -10.496, 24.976)
O (-10.611, -8.987, 22.144)
H (-11.058, -9.134, 21.311)
H (-11.276, -9.169, 22.808)
O (-14.748, -10.521, 22.887)
H (-14.269, -10.584, 23.713)
H (-14.339, -11.177, 22.322)
O (-13.775, -8.688, 21.779)
H (-13.388, -9.040, 22.581)
H (-13.845, -9.442, 21.194)

Molecular formula: C10H23F6MgN6O8S2
Method: DFT, wB97M-V/def2-TZVPD

The value obtained for the energy above the lowest of the compared OMol25 structures with the same formula, charge and spin is 0.2275 eV. As for the total charge: +1. Its molar mass is 557.75 g mol⁻¹. The HOMO energy comes out at -12.8 eV. The orbital gap comes out at 10.395 eV.

Positions of all 56 atoms, in Å:
Mg (13.956, 28.194, -0.940)
C (13.896, 31.105, -3.555)
F (12.898, 30.856, -2.692)
F (13.416, 31.030, -4.786)
F (14.392, 32.299, -3.307)
S (15.240, 29.818, -3.401)
O (14.798, 28.674, -4.149)
O (16.445, 30.392, -3.880)
N (15.217, 29.478, -1.741)
S (16.364, 30.364, -1.038)
O (16.645, 31.649, -1.591)
O (16.149, 30.417, 0.388)
C (17.908, 29.352, -1.212)
F (18.947, 30.149, -1.363)
F (18.063, 28.605, -0.117)
F (17.811, 28.518, -2.265)
C (12.014, 27.526, -3.295)
O (12.726, 28.122, -2.479)
N (12.435, 27.343, -4.568)
N (10.816, 26.967, -2.937)
H (13.256, 27.859, -4.852)
H (11.910, 26.822, -5.247)
H (10.352, 26.350, -3.579)
H (10.413, 27.225, -2.061)
C (15.770, 25.725, -2.332)
O (15.236, 26.668, -1.717)
N (15.455, 25.503, -3.636)
N (16.701, 24.933, -1.750)
H (15.086, 26.287, -4.152)
H (15.888, 24.765, -4.161)
H (17.005, 25.121, -0.815)
H (17.170, 24.269, -2.339)
C (12.966, 25.451, 0.121)
O (12.818, 26.859, -0.023)
C (11.582, 27.304, 0.541)
C (11.421, 28.798, 0.282)
N (12.722, 29.562, 0.170)
C (13.394, 29.799, 1.476)
C (14.117, 28.600, 2.051)
O (14.908, 28.048, 1.015)
C (15.953, 27.236, 1.519)
H (13.158, 25.177, 1.161)
H (13.824, 25.176, -0.483)
H (12.073, 24.924, -0.218)
H (11.569, 27.065, 1.605)
H (10.732, 26.817, 0.053)
H (10.815, 29.294, 1.045)
H (10.946, 28.972, -0.683)
H (12.360, 30.484, -0.056)
H (12.696, 30.212, 2.218)
H (14.129, 30.586, 1.319)
H (13.371, 27.867, 2.388)
H (14.686, 28.919, 2.923)
H (16.353, 26.552, 0.781)
H (15.608, 26.589, 2.341)
H (16.735, 27.873, 1.938)

Which formula does entry 1 have?
CH3ClN2O2

Among the records above, which one has the highest total charge?
C10H23F6MgN6O8S2

What is the total charge in the third record?
+1